Computed, not measured: C6H7N3O2S in the gas phase, with ωB97M-V/def2-TZVPD.

Last column: Löwdin charge in e.
Atoms and positions in Å:
1 C 2.687 1.055 0.006  -0.207
2 C 2.361 -1.445 0.002  -0.067
3 C 1.906 -0.106 0.005  -0.186
4 C 0.518 -0.221 0.011  -0.218
5 C -1.060 -2.130 0.012  -0.002
6 C -0.088 2.578 -0.010  -0.120
7 N 3.338 1.999 0.007  0.174
8 N 1.342 -2.275 0.004  0.106
9 N 0.244 -1.536 0.010  -0.172
10 O -1.558 0.721 -1.217  -0.298
11 O -1.549 0.743 1.241  -0.300
12 S -0.839 0.941 0.008  0.667
13 H 3.371 -1.800 -0.003  0.119
14 H -1.593 -1.864 -0.902  0.097
15 H -0.933 -3.208 0.076  0.099
16 H -1.634 -1.761 0.864  0.094
17 H -0.899 3.297 -0.018  0.076
18 H 0.513 2.694 0.883  0.070
19 H 0.512 2.674 -0.906  0.070

## Properties
**E_tot**: -945.7231 hartree
**Energy relative to the best compared isomer or geometry (same formula, charge and spin)**: 0.000 eV
**HOMO-LUMO gap**: 10.7 eV
**F_max**: 0.019 hartree/bohr
**SMILES string**: Cn1ncc(C#N)c1S(C)(=O)=O
**Charge**: 0

***

Computed, not measured: 25 unconnected molecules or ions with the total composition C25H100N50O25 at a distorted geometry, with ωB97M-V/def2-TZVPD.

Last column: Löwdin charge in e.
Atoms and positions in Å:
1 C 17.217 -12.533 -12.297  -0.727
2 O 18.183 -13.227 -12.438  0.031
3 N 16.256 -12.662 -11.348  0.180
4 N 17.082 -11.406 -12.965  0.158
5 H 16.257 -13.494 -10.775  0.085
6 H 15.465 -12.035 -11.316  0.101
7 H 17.722 -11.075 -13.673  0.119
8 H 16.261 -10.841 -12.801  0.102
9 C 19.866 -13.664 -2.812  -0.813
10 O 20.351 -14.654 -2.374  0.052
11 N 19.694 -13.507 -4.122  0.172
12 N 19.392 -12.619 -2.237  0.194
13 H 19.271 -12.675 -4.510  0.081
14 H 20.115 -14.200 -4.723  0.075
15 H 19.509 -12.700 -1.237  0.129
16 H 19.070 -11.785 -2.707  0.132
17 C 29.271 -14.614 -6.940  -0.764
18 O 29.495 -14.383 -8.142  0.012
19 N 30.125 -14.687 -5.992  0.160
20 N 28.135 -15.074 -6.524  0.154
21 H 30.015 -15.172 -5.113  0.114
22 H 31.103 -14.762 -6.230  0.124
23 H 27.337 -15.176 -7.135  0.071
24 H 28.053 -15.400 -5.571  0.099
25 C 15.658 -12.741 -1.519  -0.749
26 O 14.915 -11.779 -1.533  0.019
27 N 16.276 -13.244 -2.564  0.178
28 N 15.932 -13.340 -0.334  0.148
29 H 16.103 -12.840 -3.473  0.099
30 H 16.935 -14.002 -2.452  0.085
31 H 15.325 -13.075 0.428  0.103
32 H 16.609 -14.085 -0.252  0.027
33 C 15.057 -18.551 -2.349  -0.862
34 O 14.117 -18.906 -1.723  0.060
35 N 16.294 -18.683 -2.049  0.188
36 N 14.906 -17.848 -3.420  0.190
37 H 16.793 -17.917 -2.477  0.075
38 H 16.502 -19.244 -1.235  0.123
39 H 13.944 -17.688 -3.685  0.126
40 H 15.722 -17.498 -3.900  0.075
41 C 25.676 -20.265 -4.547  -0.749
42 O 24.629 -20.703 -4.967  0.038
43 N 25.948 -19.018 -4.294  0.191
44 N 26.725 -21.065 -4.570  0.145
45 H 25.214 -18.356 -4.503  0.095
46 H 26.919 -18.847 -4.078  0.122
47 H 27.519 -20.726 -4.047  0.123
48 H 26.548 -22.004 -4.899  0.137
49 C 25.041 -16.168 -6.556  -0.762
50 O 24.585 -17.291 -6.590  0.031
51 N 25.243 -15.272 -7.484  0.191
52 N 25.586 -15.659 -5.488  0.148
53 H 24.974 -15.495 -8.432  0.097
54 H 25.535 -14.339 -7.228  0.110
55 H 25.264 -16.012 -4.598  0.083
56 H 25.730 -14.659 -5.511  0.072
57 C 16.057 -15.180 -7.825  -0.811
58 O 16.653 -14.642 -8.705  0.024
59 N 15.623 -16.411 -7.946  0.190
60 N 15.861 -14.612 -6.707  0.209
61 H 15.834 -16.833 -8.840  0.101
62 H 15.319 -16.971 -7.163  0.064
63 H 16.305 -13.706 -6.653  0.086
64 H 15.946 -15.321 -5.992  0.077
65 C 19.532 -20.630 -3.046  -0.760
66 O 20.029 -19.687 -2.503  0.057
67 N 19.460 -20.995 -4.320  0.156
68 N 18.808 -21.468 -2.376  0.179
69 H 19.352 -21.955 -4.615  0.124
70 H 19.946 -20.348 -4.925  0.110
71 H 18.642 -22.283 -2.949  0.113
72 H 18.729 -21.392 -1.372  0.132
73 C 18.396 -16.501 0.121  -0.830
74 O 17.718 -15.560 -0.197  0.044
75 N 19.380 -17.030 -0.504  0.200
76 N 18.229 -17.130 1.214  0.178
77 H 19.590 -16.383 -1.250  0.073
78 H 19.856 -17.871 -0.209  0.125
79 H 18.803 -17.949 1.354  0.117
80 H 17.579 -16.766 1.897  0.134
81 C 22.335 -20.701 -7.706  -0.747
82 O 21.892 -20.838 -8.879  -0.027
83 N 22.357 -21.640 -6.771  0.165
84 N 22.939 -19.634 -7.341  0.171
85 H 21.778 -22.410 -7.074  0.109
86 H 22.713 -21.457 -5.843  0.080
87 H 22.814 -18.711 -7.732  0.079
88 H 23.450 -19.631 -6.469  0.073
89 C 13.633 -19.087 -6.871  -0.721
90 O 14.828 -18.883 -6.881  -0.005
91 N 13.034 -19.747 -5.910  0.174
92 N 12.749 -18.412 -7.606  0.177
93 H 12.049 -19.965 -5.932  0.118
94 H 13.634 -20.199 -5.234  0.121
95 H 13.180 -17.597 -8.017  0.106
96 H 11.796 -18.468 -7.277  0.111
97 C 17.525 -16.583 -13.624  -0.810
98 O 17.044 -17.465 -14.305  0.020
99 N 18.328 -16.686 -12.591  0.179
100 N 17.376 -15.355 -13.949  0.163
101 H 18.446 -15.920 -11.944  0.095
102 H 18.635 -17.628 -12.396  0.112
103 H 17.770 -14.706 -13.283  0.038
104 H 16.957 -15.036 -14.811  0.125
105 C 28.433 -19.181 -7.308  -0.806
106 O 29.089 -18.723 -8.218  0.044
107 N 27.539 -18.451 -6.737  0.179
108 N 28.329 -20.434 -6.986  0.174
109 H 27.400 -17.541 -7.152  0.094
110 H 26.707 -18.700 -6.221  0.063
111 H 27.767 -20.745 -6.206  0.053
112 H 28.917 -21.043 -7.536  0.121
113 C 22.867 -12.604 -9.595  -0.796
114 O 21.675 -12.743 -9.416  0.033
115 N 23.646 -11.996 -8.799  0.193
116 N 23.467 -12.801 -10.713  0.183
117 H 23.272 -11.651 -7.926  0.119
118 H 24.633 -11.977 -9.014  0.125
119 H 24.476 -12.820 -10.717  0.122
120 H 22.982 -12.929 -11.590  0.128
121 C 23.435 -13.313 -0.170  -0.735
122 O 24.179 -12.577 -0.892  -0.035
123 N 22.888 -14.431 -0.452  0.193
124 N 22.934 -12.894 0.956  0.147
125 H 23.137 -14.929 -1.295  0.079
126 H 22.046 -14.652 0.061  0.116
127 H 22.100 -13.186 1.444  0.116
128 H 23.300 -11.969 1.135  0.117
129 C 22.995 -17.533 -2.402  -0.784
130 O 23.139 -18.434 -1.638  0.053
131 N 23.824 -16.495 -2.666  0.147
132 N 21.921 -17.421 -3.109  0.192
133 H 23.638 -15.938 -3.488  0.091
134 H 24.546 -16.322 -1.981  0.115
135 H 21.671 -16.764 -3.834  0.056
136 H 21.147 -18.009 -2.835  0.056
137 C 17.895 -17.395 -4.899  -0.711
138 O 17.178 -16.518 -5.347  0.003
139 N 18.508 -17.312 -3.679  0.198
140 N 18.107 -18.538 -5.466  0.229
141 H 18.930 -18.185 -3.395  0.057
142 H 18.511 -16.463 -3.131  0.098
143 H 18.556 -19.283 -4.952  0.062
144 H 17.887 -18.677 -6.442  0.102
145 C 15.141 -10.304 -5.663  -0.802
146 O 14.704 -10.649 -4.596  0.063
147 N 16.149 -10.779 -6.365  0.169
148 N 14.458 -9.528 -6.399  0.142
149 H 16.307 -10.484 -7.318  0.109
150 H 16.631 -11.604 -6.038  0.051
151 H 13.471 -9.404 -6.220  0.126
152 H 14.902 -9.058 -7.175  0.107
153 C 21.172 -16.602 -10.797  -0.730
154 O 20.368 -16.389 -9.936  0.021
155 N 21.807 -15.624 -11.438  0.182
156 N 21.881 -17.687 -10.980  0.208
157 H 22.591 -15.651 -12.074  0.112
158 H 21.526 -14.730 -11.062  0.082
159 H 22.694 -17.835 -11.562  0.102
160 H 21.608 -18.467 -10.400  0.111
161 C 20.896 -16.119 -6.691  -0.658
162 O 21.229 -15.854 -5.505  -0.048
163 N 19.655 -16.003 -7.120  0.217
164 N 21.743 -16.388 -7.659  0.211
165 H 18.782 -15.882 -6.626  0.090
166 H 19.602 -16.043 -8.128  0.077
167 H 22.738 -16.245 -7.557  0.085
168 H 21.218 -16.388 -8.522  0.041
169 C 25.059 -18.042 -10.502  -0.811
170 O 24.949 -16.838 -10.328  0.008
171 N 25.338 -18.670 -11.601  0.173
172 N 24.957 -18.881 -9.537  0.200
173 H 25.691 -18.068 -12.332  0.126
174 H 25.153 -19.657 -11.710  0.123
175 H 24.680 -18.643 -8.595  0.073
176 H 24.951 -19.860 -9.785  0.120
177 C 23.239 -12.928 -4.716  -0.742
178 O 24.316 -13.418 -5.000  0.017
179 N 22.983 -12.351 -3.567  0.205
180 N 22.236 -12.806 -5.546  0.174
181 H 23.814 -12.311 -2.995  0.094
182 H 22.002 -12.153 -3.433  0.099
183 H 21.333 -12.407 -5.335  0.068
184 H 22.323 -13.445 -6.323  0.102
185 C 18.784 -12.531 -7.200  -0.817
186 O 17.960 -12.708 -6.380  0.025
187 N 19.816 -11.780 -7.228  0.175
188 N 18.936 -13.262 -8.226  0.204
189 H 19.890 -11.128 -6.460  0.118
190 H 20.424 -11.604 -8.015  0.099
191 H 19.880 -13.317 -8.581  0.082
192 H 18.238 -13.966 -8.417  0.063
193 C 17.765 -20.079 -9.367  -0.768
194 O 18.328 -20.264 -10.453  0.027
195 N 16.765 -19.258 -9.110  0.163
196 N 18.041 -20.671 -8.270  0.160
197 H 16.603 -18.732 -9.957  0.116
198 H 16.348 -19.110 -8.202  0.048
199 H 18.778 -21.358 -8.214  0.118
200 H 17.377 -20.577 -7.515  0.099

## Properties
**E_tot**: -5632.0317 hartree
**Energy relative to the best compared isomer or geometry (same formula, charge and spin)**: 17.242 eV
**HOMO-LUMO gap**: 8.2 eV
**F_max**: 0.170 hartree/bohr
**Charge**: 0

***

Computed, not measured: C6H11N in the gas phase at a distorted geometry, with ωB97M-V/def2-TZVPD.

Last column: Löwdin charge in e.
Atoms and positions in Å:
1 C 0.003 2.861 -0.957  -0.038
2 C -0.072 1.552 -0.669  -0.262
3 N -0.867 0.887 0.296  -0.081
4 C -1.615 -0.365 0.135  -0.215
5 C 1.750 -1.768 0.617  -0.097
6 C 0.286 -1.877 0.668  -0.186
7 C -0.658 -1.536 -0.333  -0.076
8 H -0.483 3.803 -0.537  0.063
9 H 0.809 3.183 -1.641  0.039
10 H 0.320 0.994 -1.494  0.084
11 H -0.828 1.433 1.199  0.150
12 H -2.567 -0.108 -0.581  0.146
13 H -1.980 -0.441 1.088  0.062
14 H 2.182 -2.452 1.287  0.058
15 H 1.932 -0.795 1.022  0.078
16 H 2.049 -1.640 -0.427  0.090
17 H -0.166 -2.266 1.619  0.110
18 H -0.093 -1.466 -1.292  0.077

## Properties
**E_tot**: -289.8145 hartree
**Energy relative to the best compared isomer or geometry (same formula, charge and spin)**: 4.279 eV
**HOMO-LUMO gap**: 8.8 eV
**F_max**: 0.083 hartree/bohr
**SMILES string**: C=CNC/C=C/C
**Charge**: 0

***

Computed, not measured: C21H22N2O3 in the gas phase, with ωB97M-V/def2-TZVPD.

Last column: Löwdin charge in e.
Atoms and positions in Å:
1 C 6.259 0.999 -0.860  -0.087
2 H 6.627 0.245 -0.156  0.096
3 O 5.244 1.788 -0.287  -0.078
4 C 4.092 1.184 0.103  -0.273
5 C 3.832 -0.170 -0.001  0.050
6 C 2.605 -0.679 0.432  -0.172
7 N 2.340 -2.014 0.365  0.182
8 C 1.159 -2.625 0.725  -0.435
9 O 1.052 -3.837 0.656  0.063
10 C 0.121 -1.715 1.203  -0.150
11 C 0.371 -0.395 1.336  0.033
12 C 1.625 0.176 0.970  -0.156
13 C 1.919 1.541 1.076  -0.027
14 C 3.123 2.039 0.655  -0.009
15 H 3.358 3.089 0.731  0.116
16 H 1.180 2.205 1.502  0.108
17 H -0.403 0.264 1.705  0.106
18 C -1.226 -2.322 1.440  -0.111
19 H -1.889 -1.606 1.932  0.116
20 C -1.822 -2.762 0.092  -0.154
21 N -2.078 -1.656 -0.801  0.086
22 C -1.149 -1.166 -1.652  -0.487
23 O -0.030 -1.624 -1.760  0.079
24 C -1.650 -0.020 -2.523  -0.093
25 H -0.978 0.048 -3.379  0.121
26 H -2.651 -0.257 -2.888  0.109
27 C -1.647 1.331 -1.794  -0.129
28 C -2.587 1.411 -0.623  -0.240
29 C -2.144 1.922 0.590  -0.056
30 C -2.987 1.992 1.686  -0.079
31 C -4.297 1.557 1.582  -0.090
32 C -4.762 1.075 0.370  -0.080
33 C -3.916 1.008 -0.723  -0.067
34 H -4.302 0.652 -1.668  0.115
35 H -5.789 0.753 0.274  0.104
36 H -4.955 1.603 2.437  0.101
37 H -2.622 2.387 2.622  0.105
38 H -1.127 2.278 0.669  0.097
39 H -1.923 2.105 -2.518  0.124
40 H -0.631 1.542 -1.455  0.118
41 H -2.923 -1.124 -0.652  0.114
42 H -1.109 -3.428 -0.398  0.119
43 H -2.762 -3.294 0.257  0.122
44 H -1.121 -3.212 2.062  0.121
45 H 3.036 -2.628 -0.041  0.167
46 H 4.556 -0.855 -0.415  0.109
47 H 5.916 0.507 -1.775  0.097
48 H 7.067 1.688 -1.102  0.093

## Properties
**E_tot**: -1148.7242 hartree
**Energy relative to the best compared isomer or geometry (same formula, charge and spin)**: 0.684 eV
**HOMO-LUMO gap**: 8.5 eV
**F_max**: 0.015 hartree/bohr
**SMILES string**: COc1ccc2cc(CCNC(=O)CCc3ccccc3)c(=O)[nH]c2c1
**Charge**: 0

***

What is the formula in the third record?
C6H11N

***

Which formula does entry 2 have?
C25H100N50O25